The following is a quantum chemistry calculation of an isolated ion of composition H3N2O2 and charge -1 in a non-equilibrium geometry, from OMol25.

Structure (XYZ):
```
7
Properties=species:S:1:pos:R:3:forces:R:3:mulliken_charge:R:1
O 1.32475 0.66496 0.32426 -0.17 -2.94 -1.25 -0.748
O -0.30216 -1.12479 0.07386 -0.67 -0.48 -0.70 -0.199
N 0.91052 -0.62517 -0.52523 1.24 2.13 1.92 -0.279
N -0.99569 -0.02126 0.63329 0.16 1.00 1.03 -0.606
H 0.49661 -0.01511 -1.18126 -0.32 0.47 -1.82 0.273
H -1.47121 0.66263 -0.03108 0.64 -1.64 -0.45 0.131
H 0.03718 0.45874 0.70615 -0.87 1.46 1.29 0.427
```
Positions in Å, forces in eV/Å.

HOMO level = -3.30 eV
net charge = -1
gap between HOMO and LUMO = 8.70 eV
SMILES string = NON[O-]
M = 63.036 g/mol
energy above the lowest of the compared OMol25 structures with the same formula, charge and spin = 0.877 eV

The following is a quantum chemistry calculation of one molecule with the formula H3N2O2P in a non-equilibrium geometry, from OMol25.

Structure (XYZ):
```
8
Properties=species:S:1:pos:R:3:forces:R:3:mulliken_charge:R:1
P 0.20631 1.17491 -0.23661 -4.83 -1.85 1.89 0.255
O 2.32980 0.10081 0.61667 0.11 0.02 0.40 -0.530
O 1.13318 -1.19272 -0.60761 -0.19 -1.41 -0.38 -0.489
N -1.61265 0.08040 -0.14787 2.53 -0.95 0.09 -0.681
N 1.31888 -0.18245 0.00095 1.28 0.31 -0.32 0.782
H -1.48135 -0.93088 0.29062 0.34 2.82 -0.70 0.273
H -1.81202 -0.21545 -1.10416 0.07 0.42 -0.20 0.263
H -0.08214 1.16537 1.18801 0.69 0.64 -0.79 0.128
```
Positions in Å, forces in eV/Å.

HOMO level = -10.33 eV
gap between HOMO and LUMO = 9.91 eV
SMILES string = NP[N+](=O)[O-]
M = 94.010 g/mol
energy above the lowest of the compared OMol25 structures with the same formula, charge and spin = 4.669 eV

Let's list energy in order: -7118.5136; -16408.2062 eV.